(1)
This record from OMol25 describes a single C20H18ClN3O3S molecule at a distorted geometry. The level of theory is ωB97M-V/def2-TZVPD.

Summary:
DFT total energy, eV: -55002.953
Orbital gap, eV: 8.91
Highest occupied orbital energy, eV: -8.48
SMILES: Cn1cc(S(=O)(=O)N2CCc3ccccc32)cc1C(=O)Nc1ccc(Cl)cc1
Lowest unoccupied orbital energy, hartree: 0.0160
Energy relative to the best compared isomer or geometry (same formula, charge and spin), eV: 1.432

Each line ends with the natural charge from an NBO analysis.
Atoms and positions in Å:
Cl: 6.4471 1.5984 0.6388  0.01
S: -2.1659 2.1144 0.1671  2.35
O: 0.1318 -3.3061 -0.1176  -0.57
O: -2.1395 2.3394 1.5778  -0.92
O: -2.0063 3.2317 -0.7155  -0.94
N: 0.6533 -0.1235 -1.4113  -0.31
N: -3.6176 1.3676 -0.2250  -0.65
N: 2.1898 -2.4241 -0.0734  -0.61
C: -4.0258 -0.9011 -0.4417  0.03
C: -3.8449 -0.4036 -1.8481  -0.46
C: -0.0893 1.0043 -1.3408  0.00
C: -3.9584 -0.0204 1.8140  -0.23
C: 5.1935 0.4263 0.4483  -0.06
C: -4.3611 -2.3670 1.4027  -0.21
C: 3.1694 -1.4466 0.1192  0.13
C: 0.2710 -0.9638 -0.3990  0.00
C: 3.9133 0.7046 0.9021  -0.20
C: 5.4774 -0.7939 -0.1470  -0.23
C: 2.9070 -0.2302 0.7471  -0.24
C: 4.4687 -1.7228 -0.3077  -0.19
C: -3.8712 0.1626 0.4481  0.10
C: -4.2691 -2.1721 0.0298  -0.22
C: -3.8138 1.1241 -1.6533  -0.22
C: 0.8286 -2.3150 -0.1759  0.65
C: -0.9488 0.9024 -0.2743  -0.45
C: 1.6283 -0.3977 -2.4318  -0.41
C: -0.7395 -0.3555 0.3154  -0.22
C: -4.2068 -1.3055 2.2788  -0.21
H: 4.6862 -2.6741 -0.7704  0.21
H: -4.2791 -1.4768 3.3425  0.22
H: 2.6261 -0.0795 -2.1188  0.22
H: -2.9097 -0.7857 -2.2664  0.22
H: 1.6515 -1.4652 -2.6483  0.22
H: -3.8149 0.8106 2.4842  0.25
H: -4.6596 -0.7078 -2.5044  0.23
H: 3.7036 1.6449 1.3862  0.23
H: -3.0196 1.6237 -2.2074  0.23
H: -4.7697 1.5734 -1.9382  0.21
H: 2.5173 -3.3834 -0.0579  0.41
H: -4.3784 -3.0014 -0.6525  0.22
H: -4.5511 -3.3572 1.7879  0.22
H: 1.3586 0.1410 -3.3392  0.22
H: -1.2461 -0.7571 1.1684  0.25
H: 6.4789 -1.0121 -0.4815  0.23
H: 1.9223 -0.0152 1.1288  0.24
H: 0.0234 1.8130 -2.0340  0.24

Cartesian forces (eV/Å) of the 2 atoms listed first:
0.2 0.1 0.0
0.4 0.0 -0.3

***

(2)
This record from OMol25 describes a single C6H11NO3 molecule. The level of theory is ωB97M-V/def2-TZVPD.

Summary:
DFT total energy, eV: -14029.867
Orbital gap, eV: 8.18
Highest occupied orbital energy, eV: -7.41
Lowest unoccupied orbital energy, hartree: 0.0283
Energy relative to the best compared isomer or geometry (same formula, charge and spin), eV: 4.411

Each line ends with the natural charge from an NBO analysis.
Atoms and positions in Å:
O: -1.1704 -1.9941 1.0570  -0.73
O: 2.6566 0.5936 0.9534  -0.66
O: 0.2619 0.4096 2.0145  -0.73
N: -2.0748 0.4705 0.8357  -0.87
C: -0.5509 -1.3376 0.0093  0.06
C: -1.0561 0.0289 -0.0783  0.03
C: 1.6456 0.1497 0.1627  0.39
C: 2.0870 -0.2707 -1.1926  -0.69
C: -1.0813 0.7461 -1.4088  -0.61
C: 0.3916 0.0758 0.6816  0.13
H: -0.6863 0.6351 2.1272  0.51
H: -2.6636 1.2027 0.4656  0.38
H: -2.6251 -0.3053 1.1833  0.40
H: -0.7251 -2.8393 1.1763  0.49
H: -0.3073 0.3745 -2.0694  0.23
H: 2.2783 0.8006 1.8231  0.50
H: 3.1160 -0.6234 -1.1310  0.23
H: -2.0457 0.5643 -1.8871  0.22
H: 1.4404 -1.0670 -1.5561  0.26
H: 2.0620 0.5650 -1.8943  0.23
H: -0.9528 1.8209 -1.2721  0.21

Cartesian forces (eV/Å) of the 2 atoms listed first:
0.2 0.4 -0.1
-0.3 -0.2 -0.1

***

(3)
This record from OMol25 describes a single C6H12O molecule. The level of theory is ωB97M-V/def2-TZVPD.

Summary:
DFT total energy, eV: -8460.053
Orbital gap, eV: 9.21
Highest occupied orbital energy, eV: -8.41
Lowest unoccupied orbital energy, hartree: 0.0295
Energy relative to the best compared isomer or geometry (same formula, charge and spin), eV: 4.301

Each line ends with the natural charge from an NBO analysis.
Atoms and positions in Å:
O: 0.9424 -0.0240 0.4552  -0.53
C: -2.6425 -0.5206 0.0022  -0.53
C: 2.0862 -0.2535 -0.3370  -0.06
C: 3.3111 0.1755 0.4465  -0.62
C: -1.3863 -0.5940 0.7717  0.12
C: -0.2319 -0.4985 -0.1366  -0.23
C: -2.6260 1.0469 0.1421  -0.60
H: 3.3919 -0.4039 1.3701  0.22
H: -2.2479 1.5034 -0.7800  0.22
H: 4.2203 0.0212 -0.1435  0.21
H: 2.0198 0.3042 -1.2869  0.16
H: 2.1563 -1.3232 -0.5978  0.16
H: 3.2456 1.2344 0.7113  0.21
H: -0.1689 -1.5991 -0.3169  0.22
H: -1.9266 1.3279 0.9513  0.25
H: -0.3832 -0.0391 -1.1377  0.16
H: -3.6125 1.4367 0.4203  0.24
H: -3.5078 -0.9456 0.5169  0.22
H: -2.6400 -0.8486 -1.0512  0.19

Cartesian forces (eV/Å) of the 2 atoms listed first:
0.0 0.0 0.1
0.0 0.0 0.2

***

(4)
This record from OMol25 describes a single C4H9ClN2O molecule at a distorted geometry. The level of theory is ωB97M-V/def2-TZVPD.

Summary:
DFT total energy, eV: -21844.220
Orbital gap, eV: 9.94
Highest occupied orbital energy, eV: -9.36
SMILES: CNC(=O)[C@@H](N)CCl
Lowest unoccupied orbital energy, hartree: 0.0214
Energy relative to the best compared isomer or geometry (same formula, charge and spin), eV: 0.000

Each line ends with the natural charge from an NBO analysis.
Atoms and positions in Å:
Cl: 3.3966 0.2587 -0.2352  -0.06
O: -0.8050 2.2930 0.2411  -0.61
N: -1.5696 0.2916 -0.3032  -0.62
N: 0.8565 -0.6490 1.4373  -0.82
C: -1.5591 -1.1283 -0.5649  -0.41
C: -0.6155 1.1075 0.1606  0.66
C: 0.7570 0.5493 0.6038  -0.18
C: 1.6594 0.5073 -0.6179  -0.37
H: -0.5922 -1.4758 -0.9209  0.19
H: 1.5929 1.4599 -1.1797  0.24
H: -2.3369 -1.3605 -1.2851  0.22
H: 0.2638 -0.5634 2.2633  0.37
H: -1.8803 -1.6775 0.3018  0.20
H: 1.1155 1.3594 1.2228  0.23
H: 0.6136 -1.5115 0.9326  0.35
H: 1.3782 -0.3044 -1.2974  0.20
H: -2.2747 0.8437 -0.7589  0.40

Cartesian forces (eV/Å) of the 2 atoms listed first:
-0.3 0.0 0.1
-0.1 1.3 -0.1